# C49H45BrN7O5Re

A molecular structure, C49H45BrN7O5Re (the ωB97M-V functional and the def2-TZVPD basis, the Open Molecules 2025 dataset).

The charge is +1. Its relative energy (zero: lowest compared OMol25 entry of this formula, charge and spin) is 0.0 kcal per mole. As for the spin multiplicity: 4. The total energy is -5305.8300 hartree. The gap between HOMO and LUMO (spin up / spin down) is 6.7750 / 5.9862 eV.

XYZ file:
```
108
Properties=species:S:1:pos:R:3:mulliken_charge:R:1
Re 0.077 -0.253 2.068 0.62
Br 1.713 -2.465 -4.904 -0.18
C 2.394 -3.481 -3.462 0.13
C 2.021 -4.809 -3.328 -0.67
C 2.557 -5.554 -2.290 -0.19
C 3.410 -4.964 -1.364 -0.08
C 3.798 -3.639 -1.523 -0.25
C 3.294 -2.899 -2.582 -0.31
N 3.936 -5.846 -0.355 -0.37
N 3.968 -5.536 0.842 -0.55
C 3.448 -4.268 1.281 0.14
C 4.271 -3.403 1.948 -0.61
C 3.833 -2.124 2.353 -0.54
C 2.535 -1.749 2.123 -0.26
O 2.029 -0.543 2.392 -0.51
C 1.650 -2.690 1.547 0.31
N 0.357 -2.264 1.426 0.11
C -0.527 -3.043 0.832 0.05
C -0.187 -4.323 0.372 -1.60
C 1.094 -4.782 0.521 -0.61
C 2.074 -3.949 1.104 0.89
H 1.347 -5.262 -4.041 0.47
H 2.325 -6.607 -2.191 0.49
H 4.509 -3.184 -0.847 0.51
H 3.618 -1.878 -2.733 0.57
H 5.299 -3.695 2.121 0.46
H 4.520 -1.429 2.818 0.58
H -1.534 -2.663 0.746 0.54
H -0.951 -4.935 -0.085 0.48
H 1.357 -5.779 0.193 0.70
O -2.071 -2.276 3.071 -0.38
C -1.900 -2.319 4.453 -1.17
C -0.771 -1.477 5.009 1.08
C -0.611 -1.541 6.390 -1.14
C 0.347 -0.781 7.021 -0.51
C 1.136 0.056 6.244 -1.00
C 0.936 0.076 4.888 -0.19
N 0.009 -0.687 4.253 0.06
H -2.503 -1.456 2.788 0.11
H -1.696 -3.358 4.720 0.58
H -2.811 -2.030 4.987 0.37
H -1.266 -2.191 6.956 0.55
H 0.471 -0.828 8.095 0.45
H 1.893 0.694 6.678 0.52
H 1.522 0.727 4.260 0.27
C -2.267 1.252 -11.060 -0.84
O -3.016 1.863 -10.020 -0.42
C -2.685 1.571 -8.746 0.82
C -1.650 0.716 -8.380 -0.43
C -1.402 0.497 -7.032 -0.50
C -2.176 1.108 -6.059 -0.16
C -3.213 1.970 -6.432 0.07
C -3.461 2.198 -7.762 -0.95
N -1.836 0.806 -4.716 -0.14
N -2.633 1.232 -3.868 -0.33
C -2.312 0.920 -2.521 -0.38
C -3.392 0.890 -1.674 -0.33
C -3.298 0.537 -0.316 -0.49
C -2.068 0.253 0.213 -0.66
O -1.848 -0.140 1.474 -0.14
C -0.929 0.361 -0.624 -0.39
N 0.261 0.125 0.006 0.64
C 1.387 0.128 -0.684 0.08
C 1.396 0.413 -2.050 -1.39
C 0.221 0.693 -2.698 -0.93
C -1.008 0.660 -1.997 1.25
H -2.698 1.610 -11.989 0.23
H -2.349 0.164 -11.016 0.35
H -1.215 1.544 -11.011 0.34
H -1.039 0.225 -9.123 0.40
H -0.602 -0.164 -6.722 0.47
H -3.806 2.453 -5.668 0.45
H -4.251 2.865 -8.081 0.41
H -4.359 1.126 -2.099 0.51
H -4.181 0.485 0.307 0.58
H 2.299 -0.070 -0.135 0.58
H 2.336 0.420 -2.581 0.68
H 0.224 0.926 -3.750 0.67
C 1.495 3.319 0.119 -1.50
C 2.111 3.471 1.515 0.58
C 3.054 2.332 1.875 -1.77
C 1.021 3.794 2.525 0.31
C 1.039 5.097 3.021 -1.20
C 0.054 5.583 3.855 -1.52
C -1.020 4.764 4.136 -1.15
C -1.119 3.460 3.651 0.09
C -2.463 2.786 3.901 0.60
C -2.413 1.516 4.742 -1.63
C -3.247 2.573 2.609 -1.51
C -0.039 2.944 2.903 0.91
O -0.009 1.618 2.572 1.68
H 2.247 3.011 -0.612 0.39
H 1.068 4.266 -0.213 0.43
H 0.687 2.584 0.121 0.20
H 2.733 4.367 1.485 0.85
H 2.576 1.362 1.832 0.22
H 3.451 2.456 2.886 0.41
H 3.902 2.324 1.185 0.48
H 1.864 5.740 2.737 0.41
H 0.100 6.591 4.245 0.42
H -1.840 5.151 4.729 0.42
H -3.026 3.518 4.482 0.87
H -1.997 0.696 4.164 0.16
H -3.422 1.231 5.051 0.56
H -1.807 1.653 5.639 0.36
H -2.734 1.875 1.952 0.01
H -3.379 3.516 2.076 0.49
H -4.239 2.171 2.833 0.44
```